# 1
Density functional theory data (ωB97M-V/def2-TZVPD) for C48H39BN16O2SSeSr as an isolated structure at a distorted geometry.

The calculation puts the HOMO energy (alpha / beta) at -8.976 / -8.975 eV. As for the spin multiplicity: 2. As for the total charge: +1. Its energy above the lowest of the compared OMol25 structures with the same formula, charge and spin is 11.9 kcal per mole. For the total energy, the calculation gives -156040.7597 eV. The calculation puts the orbital gap (alpha / beta) at 4.6 / 2.6 eV.

CARTESIAN COORDINATES (ANGSTROEM)
Sr (-0.38, -0.40, 0.46)
C (3.18, 0.52, 3.63)
C (2.57, 0.70, 2.38)
N (1.67, -0.25, 2.14)
N (1.68, -1.07, 3.24)
C (2.60, -0.62, 4.13)
B (1.00, -2.45, 3.10)
N (1.45, -3.09, 1.75)
C (2.54, -3.87, 1.64)
C (2.88, -3.98, 0.31)
C (1.92, -3.18, -0.34)
N (1.08, -2.64, 0.53)
N (-0.59, -2.32, 3.18)
C (-1.31, -2.64, 4.27)
C (-2.65, -2.58, 3.95)
C (-2.66, -2.21, 2.60)
N (-1.42, -2.05, 2.14)
N (1.32, -3.46, 4.21)
C (1.00, -4.77, 4.15)
C (1.24, -5.33, 5.37)
C (1.72, -4.26, 6.15)
N (1.75, -3.14, 5.45)
H (3.94, 1.12, 4.08)
H (2.74, 1.48, 1.66)
H (2.76, -1.15, 5.05)
H (3.01, -4.30, 2.51)
H (3.69, -4.53, -0.12)
H (1.86, -2.93, -1.38)
H (-0.82, -2.90, 5.19)
H (-3.49, -2.79, 4.59)
H (-3.50, -2.06, 1.95)
H (0.61, -5.21, 3.24)
H (1.10, -6.36, 5.66)
H (2.03, -4.26, 7.18)
O (3.76, 4.98, -1.35)
C (3.04, 5.22, -0.34)
O (3.21, 6.01, 0.58)
C (1.81, 4.31, -0.24)
C (1.26, 3.99, 0.98)
C (0.39, 2.91, 1.05)
N (0.06, 2.18, -0.02)
C (0.47, 2.58, -1.23)
C (1.31, 3.68, -1.37)
C (0.08, 1.76, -2.41)
C (0.52, 2.10, -3.69)
C (0.12, 1.35, -4.78)
C (-0.74, 0.29, -4.57)
C (-1.13, 0.01, -3.27)
N (-0.72, 0.70, -2.20)
C (-0.14, 2.46, 2.36)
C (0.28, 3.02, 3.56)
C (-0.22, 2.55, 4.75)
C (-1.14, 1.51, 4.73)
C (-1.51, 1.01, 3.50)
N (-1.04, 1.46, 2.34)
H (1.59, 4.55, 1.84)
H (1.70, 4.01, -2.31)
H (1.18, 2.94, -3.84)
H (0.46, 1.61, -5.77)
H (-1.11, -0.32, -5.39)
H (-1.79, -0.83, -3.08)
H (1.02, 3.80, 3.55)
H (0.12, 2.97, 5.69)
H (-1.56, 1.09, 5.64)
H (-2.21, 0.18, 3.44)
N (-5.20, -0.57, -0.80)
C (-5.93, 0.49, -0.28)
C (-7.30, 0.58, -0.51)
C (-8.00, 1.63, 0.04)
C (-7.35, 2.61, 0.81)
C (-6.00, 2.54, 1.03)
C (-5.27, 1.48, 0.48)
S (-3.57, 1.44, 0.66)
N (-3.11, 0.01, 0.07)
C (-3.90, -0.82, -0.56)
C (-3.34, -2.13, -1.00)
C (-4.16, -3.21, -1.29)
C (-3.57, -4.39, -1.70)
C (-2.20, -4.44, -1.81)
C (-1.46, -3.31, -1.47)
N (-2.01, -2.18, -1.07)
H (-5.69, -1.22, -1.39)
H (-7.80, -0.18, -1.09)
H (-9.06, 1.71, -0.13)
H (-7.93, 3.42, 1.23)
H (-5.49, 3.29, 1.62)
H (-5.24, -3.17, -1.16)
H (-4.18, -5.26, -1.93)
H (-1.69, -5.34, -2.13)
H (-0.38, -3.34, -1.50)
C (3.32, -0.74, -4.21)
N (3.68, 0.63, -3.91)
C (3.73, 1.17, -2.66)
Se (3.25, 0.36, -1.08)
N (4.11, 2.46, -2.81)
C (4.29, 2.75, -4.15)
C (4.62, 3.94, -4.79)
C (4.68, 3.89, -6.17)
C (4.43, 2.72, -6.89)
C (4.08, 1.54, -6.24)
C (4.02, 1.59, -4.86)
H (3.09, -1.23, -3.27)
H (4.15, -1.24, -4.70)
H (2.44, -0.76, -4.86)
H (4.20, 3.18, -2.06)
H (4.81, 4.84, -4.22)
H (4.94, 4.79, -6.71)
H (4.49, 2.73, -7.96)
H (3.89, 0.63, -6.79)



# 2
Density functional theory data (ωB97M-V/def2-TZVPD) for a 8-piece molecular cluster, C48H40F8 overall at a distorted geometry.

The calculation puts the HOMO energy at -9.191 eV. As for the spin multiplicity: 1. Its energy above the lowest of the compared OMol25 structures with the same formula, charge and spin is 55.0 kcal per mole. For the total energy, the calculation gives -72162.0110 eV. The calculation puts the orbital gap at 9.8 eV. As for the SMILES: Fc1ccccc1.Fc1ccccc1.Fc1ccccc1.Fc1ccccc1.Fc1ccccc1.Fc1ccccc1.Fc1ccccc1.Fc1ccccc1.

CARTESIAN COORDINATES (ANGSTROEM)
F (-5.53, 0.45, 7.97)
C (-6.26, -0.33, 7.15)
C (-7.27, 0.29, 6.35)
C (-8.04, -0.49, 5.50)
C (-7.75, -1.84, 5.40)
C (-6.74, -2.47, 6.08)
C (-5.96, -1.69, 6.98)
H (-7.42, 1.35, 6.44)
H (-8.88, -0.03, 5.00)
H (-8.30, -2.39, 4.66)
H (-6.57, -3.52, 5.89)
H (-5.19, -2.09, 7.62)
F (-6.03, 7.79, 6.70)
C (-5.00, 7.63, 5.79)
C (-5.20, 8.00, 4.45)
C (-4.03, 7.86, 3.68)
C (-2.81, 7.43, 4.17)
C (-2.73, 6.96, 5.51)
C (-3.84, 7.03, 6.30)
H (-6.18, 8.28, 4.08)
H (-4.09, 8.21, 2.65)
H (-1.94, 7.34, 3.53)
H (-1.78, 6.56, 5.85)
H (-3.84, 6.59, 7.29)
F (0.24, 1.22, -1.38)
C (-0.63, 0.44, -0.72)
C (-0.86, 0.74, 0.60)
C (-1.80, -0.05, 1.28)
C (-2.31, -1.18, 0.64)
C (-1.91, -1.53, -0.64)
C (-1.12, -0.64, -1.39)
H (-0.32, 1.53, 1.08)
H (-2.07, 0.10, 2.32)
H (-3.00, -1.84, 1.16)
H (-2.29, -2.46, -1.04)
H (-0.88, -0.85, -2.42)
F (-0.73, -8.75, -4.12)
C (-0.39, -7.76, -4.96)
C (-1.40, -6.97, -5.54)
C (-1.03, -6.05, -6.60)
C (0.28, -5.96, -7.01)
C (1.27, -6.81, -6.49)
C (0.96, -7.69, -5.41)
H (-2.41, -7.10, -5.17)
H (-1.78, -5.35, -6.96)
H (0.57, -5.22, -7.75)
H (2.30, -6.70, -6.78)
H (1.71, -8.32, -4.98)
F (4.99, 7.49, 3.38)
C (5.79, 8.61, 3.56)
C (5.29, 9.90, 3.40)
C (6.15, 11.02, 3.53)
C (7.50, 10.87, 3.78)
C (8.00, 9.54, 3.96)
C (7.17, 8.41, 3.83)
H (4.24, 9.94, 3.16)
H (5.69, 11.99, 3.48)
H (8.16, 11.73, 3.79)
H (9.05, 9.35, 4.13)
H (7.59, 7.43, 3.99)
F (10.63, 1.39, -1.86)
C (9.58, 1.26, -1.05)
C (8.65, 2.29, -1.10)
C (7.44, 2.05, -0.48)
C (7.16, 0.89, 0.20)
C (8.15, -0.05, 0.37)
C (9.32, 0.09, -0.35)
H (8.88, 3.18, -1.66)
H (6.71, 2.85, -0.43)
H (6.16, 0.69, 0.54)
H (7.97, -0.98, 0.88)
H (10.07, -0.68, -0.46)
F (-7.96, -6.72, -0.03)
C (-8.11, -8.05, 0.05)
C (-7.03, -8.84, 0.06)
C (-7.16, -10.23, -0.03)
C (-8.40, -10.84, 0.02)
C (-9.52, -9.97, 0.08)
C (-9.42, -8.59, 0.07)
H (-6.02, -8.48, 0.04)
H (-6.32, -10.91, -0.14)
H (-8.59, -11.90, 0.01)
H (-10.51, -10.41, 0.15)
H (-10.26, -7.91, 0.07)
F (6.92, -2.43, -7.01)
C (6.32, -1.49, -7.77)
C (5.77, -0.45, -7.09)
C (5.03, 0.54, -7.78)
C (5.03, 0.51, -9.20)
C (5.60, -0.52, -9.90)
C (6.20, -1.54, -9.16)
H (5.89, -0.40, -6.02)
H (4.52, 1.36, -7.30)
H (4.63, 1.31, -9.81)
H (5.49, -0.57, -10.97)
H (6.57, -2.43, -9.65)



# 3
Density functional theory data (ωB97M-V/def2-TZVPD) for C48H40IrN7OS3 as an isolated structure at a distorted geometry.

The calculation puts the HOMO energy (alpha / beta) at -15.394 / -15.415 eV. As for the spin multiplicity: 2. As for the total charge: +3. Its energy above the lowest of the compared OMol25 structures with the same formula, charge and spin is 114.1 kcal per mole. For the total energy, the calculation gives -98214.3794 eV. The calculation puts the orbital gap (alpha / beta) at 4.7 / 4.7 eV.

CARTESIAN COORDINATES (ANGSTROEM)
Ir (-0.99, -0.50, 1.95)
O (-3.53, 2.04, 3.75)
C (-3.00, 1.06, 3.29)
N (-1.64, 0.88, 3.12)
C (-0.72, 1.81, 3.72)
C (0.39, 2.01, 2.62)
C (1.49, 2.86, 3.11)
C (2.72, 2.34, 3.40)
C (2.96, 1.00, 3.16)
C (1.94, 0.18, 2.60)
N (0.76, 0.61, 2.30)
C (-3.73, -0.18, 2.87)
C (-5.06, -0.38, 3.19)
C (-5.63, -1.62, 2.93)
C (-4.83, -2.62, 2.39)
C (-3.51, -2.34, 2.08)
N (-2.97, -1.13, 2.29)
H (-0.29, 1.36, 4.62)
H (-1.20, 2.76, 3.97)
H (1.24, 3.91, 3.26)
H (3.51, 2.97, 3.81)
H (3.91, 0.56, 3.41)
H (2.14, -0.87, 2.40)
H (-5.61, 0.42, 3.65)
H (-6.66, -1.81, 3.17)
H (-5.21, -3.61, 2.22)
H (-2.85, -3.09, 1.68)
N (-0.38, -2.17, 1.23)
S (0.33, -2.91, 0.12)
N (1.04, -1.93, -0.92)
S (0.14, -0.67, -1.40)
N (-0.52, 0.15, -0.29)
S (0.21, 3.03, 0.14)
N (-0.32, 2.73, 1.60)
C (-0.71, 4.54, -0.23)
C (-0.24, 5.39, -1.23)
C (-0.97, 6.53, -1.52)
C (-2.16, 6.80, -0.85)
C (-2.62, 5.92, 0.12)
C (-1.90, 4.78, 0.44)
C (1.93, 3.58, 0.37)
C (2.91, 2.60, 0.31)
C (4.23, 2.95, 0.59)
C (4.54, 4.26, 0.93)
C (3.54, 5.22, 1.00)
C (2.22, 4.90, 0.72)
C (-0.96, -1.26, -2.68)
C (-0.40, -2.05, -3.67)
C (-1.22, -2.51, -4.69)
C (-2.57, -2.16, -4.71)
C (-3.10, -1.36, -3.72)
C (-2.30, -0.89, -2.69)
C (1.32, 0.22, -2.41)
C (0.91, 1.40, -3.03)
C (1.77, 2.02, -3.92)
C (3.01, 1.46, -4.19)
C (3.40, 0.28, -3.58)
C (2.55, -0.35, -2.68)
C (-0.82, -3.97, -0.76)
C (-0.34, -5.06, -1.47)
C (-1.25, -5.82, -2.20)
C (-2.59, -5.47, -2.23)
C (-3.04, -4.35, -1.53)
C (-2.15, -3.59, -0.79)
C (1.64, -3.92, 0.76)
C (2.93, -3.39, 0.79)
C (3.94, -4.14, 1.36)
C (3.65, -5.39, 1.89)
C (2.36, -5.90, 1.86)
C (1.33, -5.16, 1.30)
H (0.68, 5.17, -1.76)
H (-0.60, 7.22, -2.27)
H (-2.73, 7.68, -1.10)
H (-3.55, 6.13, 0.64)
H (-2.24, 4.10, 1.20)
H (2.64, 1.58, 0.07)
H (5.00, 2.20, 0.54)
H (5.56, 4.53, 1.15)
H (3.79, 6.24, 1.28)
H (1.44, 5.64, 0.78)
H (0.65, -2.30, -3.64)
H (-0.80, -3.11, -5.49)
H (-3.20, -2.52, -5.51)
H (-4.15, -1.08, -3.75)
H (-2.68, -0.26, -1.90)
H (-0.08, 1.80, -2.82)
H (1.46, 2.92, -4.42)
H (3.67, 1.95, -4.90)
H (4.36, -0.17, -3.81)
H (2.83, -1.27, -2.19)
H (0.71, -5.33, -1.44)
H (-0.90, -6.68, -2.75)
H (-3.29, -6.07, -2.79)
H (-4.08, -4.07, -1.57)
H (-2.47, -2.71, -0.25)
H (3.12, -2.42, 0.35)
H (4.95, -3.76, 1.38)
H (4.45, -5.98, 2.33)
H (2.14, -6.87, 2.28)
H (0.32, -5.54, 1.26)



# 4
Density functional theory data (ωB97M-V/def2-TZVPD) for C48H41CoN5O2P2S2 as an isolated structure.

The calculation puts the HOMO energy (alpha / beta) at -6.744 / -6.944 eV. As for the spin multiplicity: 2. Its energy above the lowest of the compared OMol25 structures with the same formula, charge and spin is 9.5 kcal per mole. For the total energy, the calculation gives -139867.0440 eV. The calculation puts the orbital gap (alpha / beta) at 7.3 / 7.5 eV.

CARTESIAN COORDINATES (ANGSTROEM)
Co (-0.98, 0.77, 1.10)
N (0.84, -2.25, 3.87)
C (0.40, -1.17, 3.16)
S (-0.88, -1.43, 2.04)
N (1.07, -0.07, 3.38)
N (0.61, 1.02, 2.68)
C (1.35, 2.06, 2.71)
C (2.74, 2.08, 3.26)
C (3.11, 3.01, 4.21)
C (4.42, 3.04, 4.70)
C (5.35, 2.14, 4.22)
C (4.98, 1.20, 3.26)
C (3.68, 1.17, 2.79)
C (0.80, 3.32, 2.15)
C (1.63, 4.29, 1.58)
C (1.05, 5.45, 1.09)
C (-0.32, 5.62, 1.19)
C (-1.06, 4.60, 1.77)
N (-0.52, 3.49, 2.25)
H (0.20, -3.03, 3.95)
H (1.40, -2.04, 4.68)
H (2.39, 3.72, 4.58)
H (4.69, 3.77, 5.45)
H (6.37, 2.16, 4.59)
H (5.71, 0.50, 2.88)
H (3.38, 0.43, 2.06)
H (2.69, 4.12, 1.50)
H (1.67, 6.22, 0.63)
H (-0.81, 6.51, 0.83)
H (-2.14, 4.67, 1.85)
C (-2.24, 0.75, 4.12)
C (-3.23, 0.98, 3.02)
C (-4.60, 0.99, 3.36)
C (-5.53, 1.29, 2.42)
C (-5.12, 1.65, 1.12)
C (-6.04, 2.09, 0.14)
C (-5.57, 2.51, -1.07)
C (-4.20, 2.50, -1.35)
C (-3.27, 2.04, -0.44)
S (-1.56, 2.00, -0.78)
C (-3.74, 1.61, 0.84)
N (-2.82, 1.21, 1.79)
H (-2.60, 1.23, 5.03)
H (-1.27, 1.17, 3.86)
H (-2.11, -0.31, 4.31)
H (-4.88, 0.74, 4.38)
H (-6.59, 1.29, 2.66)
H (-7.09, 2.10, 0.38)
H (-6.26, 2.86, -1.83)
H (-3.84, 2.86, -2.31)
O (0.74, 0.40, 0.03)
P (1.19, -0.36, -1.17)
C (-0.08, -0.87, -2.35)
P (-1.40, -2.03, -1.80)
O (-1.99, -1.70, -0.48)
C (-0.63, -3.65, -1.87)
C (-0.11, -4.18, -3.05)
C (0.49, -5.43, -3.05)
C (0.59, -6.15, -1.87)
C (0.08, -5.63, -0.69)
C (-0.53, -4.38, -0.69)
C (-2.59, -1.95, -3.15)
C (-3.14, -0.71, -3.45)
C (-4.13, -0.60, -4.42)
C (-4.57, -1.73, -5.09)
C (-4.04, -2.97, -4.79)
C (-3.05, -3.09, -3.82)
C (2.18, -1.80, -0.73)
C (2.51, -1.99, 0.60)
C (3.29, -3.07, 0.98)
C (3.74, -3.96, 0.02)
C (3.42, -3.77, -1.32)
C (2.65, -2.69, -1.70)
C (2.30, 0.70, -2.12)
C (2.22, 0.90, -3.50)
C (3.11, 1.75, -4.13)
C (4.09, 2.40, -3.40)
C (4.18, 2.21, -2.03)
C (3.29, 1.36, -1.39)
H (0.40, -1.30, -3.23)
H (-0.59, 0.05, -2.64)
H (-0.19, -3.63, -3.98)
H (0.89, -5.84, -3.97)
H (1.07, -7.12, -1.86)
H (0.17, -6.18, 0.23)
H (-0.92, -3.95, 0.23)
H (-2.81, 0.17, -2.90)
H (-4.56, 0.37, -4.64)
H (-5.35, -1.64, -5.84)
H (-4.39, -3.86, -5.30)
H (-2.65, -4.06, -3.58)
H (2.14, -1.29, 1.34)
H (3.53, -3.22, 2.02)
H (4.34, -4.81, 0.31)
H (3.78, -4.47, -2.07)
H (2.42, -2.54, -2.75)
H (1.45, 0.42, -4.08)
H (3.03, 1.91, -5.20)
H (4.79, 3.07, -3.90)
H (4.94, 2.72, -1.46)
H (3.35, 1.23, -0.32)